(1)
{
  "formula": "C32H21Br2N4O6RuSe",
  "method": "wB97M-V/def2-TZVPD",
  "multiplicity": 2,
  "orbital_gap_ev": [5.557, 5.512],
  "e_lumo_ev": [3.67, 3.67],
  "charge": -2,
  "largest_force_ev_per_a": 3.0,
  "symbols": ["Ru", "O", "C", "C", "C", "C", "C", "C", "C", "N", "N", "C", "O", "C", "C", "C", "C", "C", "C", "H", "H", "H", "H", "H", "H", "H", "H", "H", "H", "C", "C", "C", "C", "C", "C", "Br", "C", "C", "Br", "C", "O", "C", "N", "H", "H", "H", "H", "H", "H", "Se", "C", "N", "O", "C", "C", "C", "C", "C", "C", "C", "O", "O", "H", "H", "H", "H", "H"],
  "coordinates": [[0.275, 1.080, 0.833], [1.140, 3.178, -0.070], [0.430, 3.802, -0.910], [0.487, 5.224, -0.959], [-0.220, 5.951, -1.880], [-0.987, 5.301, -2.853], [-1.069, 3.934, -2.855], [-0.420, 3.138, -1.885], [-0.597, 1.742, -1.950], [-0.193, 0.818, -1.085], [-0.272, -0.443, -1.509], [0.190, -1.349, -0.650], [0.810, -1.059, 0.419], [0.030, -2.764, -1.006], [-0.355, -3.191, -2.280], [-0.461, -4.538, -2.553], [-0.210, -5.483, -1.568], [0.146, -5.064, -0.293], [0.272, -3.722, -0.017], [1.091, 5.711, -0.206], [-0.196, 7.032, -1.847], [-1.530, 5.880, -3.588], [-1.676, 3.428, -3.595], [-1.117, 1.352, -2.825], [-0.554, -2.450, -3.037], [-0.739, -4.866, -3.546], [-0.303, -6.539, -1.789], [0.320, -5.793, 0.486], [0.550, -3.376, 0.967], [2.926, 0.938, -1.604], [3.478, 0.922, -0.218], [4.842, 0.891, 0.007], [5.343, 0.862, 1.306], [4.443, 0.875, 2.384], [4.793, 0.852, 3.747], [6.635, 0.804, 4.256], [3.852, 0.876, 4.760], [2.512, 0.935, 4.425], [1.212, 0.984, 5.801], [2.054, 0.986, 3.093], [0.806, 1.103, 2.805], [3.057, 0.928, 2.071], [2.611, 0.942, 0.799], [3.726, 0.980, -2.341], [2.278, 1.805, -1.722], [2.327, 0.044, -1.777], [5.517, 0.882, -0.836], [6.409, 0.845, 1.480], [4.153, 0.847, 5.798], [-3.472, 3.845, 0.098], [-2.129, 2.951, 0.696], [-1.196, 2.420, 1.157], [-5.429, -0.674, -0.590], [-4.865, -1.766, -0.058], [-5.593, -2.959, -0.005], [-5.021, -4.107, 0.509], [-3.722, -4.086, 0.995], [-3.008, -2.901, 0.974], [-3.557, -1.742, 0.452], [-2.750, -0.449, 0.424], [-3.208, 0.491, -0.260], [-1.701, -0.459, 1.096], [-4.686, 0.023, -0.567], [-6.607, -2.959, -0.380], [-5.598, -5.025, 0.526], [-3.275, -4.989, 1.390], [-2.001, -2.852, 1.361]]
}

(2)
{
  "formula": "C17H16N2OS",
  "method": "wB97M-V/def2-TZVPD",
  "multiplicity": 1,
  "orbital_gap_ev": 8.968,
  "smiles": "O=c1c2ccccc2ncn1CCCSc1ccccc1",
  "de_lowest_kcal_mol": 2.53,
  "e_lumo_ev": 0.49,
  "largest_force_ev_per_a": 0.7,
  "symbols": ["O", "C", "C", "C", "C", "C", "C", "C", "N", "C", "N", "C", "C", "C", "S", "C", "C", "C", "C", "C", "C", "H", "H", "H", "H", "H", "H", "H", "H", "H", "H", "H", "H", "H", "H", "H", "H"],
  "coordinates": [[-1.123, 2.287, 0.249], [-0.375, 1.616, -0.438], [1.070, 1.537, -0.280], [1.715, 2.297, 0.698], [3.081, 2.216, 0.843], [3.823, 1.373, 0.015], [3.205, 0.614, -0.952], [1.817, 0.685, -1.112], [1.212, -0.071, -2.084], [-0.052, 0.040, -2.217], [-0.873, 0.835, -1.482], [-2.296, 0.871, -1.775], [-3.027, -0.355, -1.225], [-3.166, -0.316, 0.299], [-2.709, -1.916, 1.057], [-0.936, -1.704, 1.127], [-0.118, -2.503, 0.345], [1.257, -2.365, 0.429], [1.809, -1.438, 1.296], [0.987, -0.640, 2.075], [-0.388, -0.770, 1.993], [1.116, 2.943, 1.322], [3.582, 2.803, 1.597], [4.895, 1.315, 0.140], [3.762, -0.044, -1.599], [-0.532, -0.542, -2.994], [-2.421, 0.923, -2.860], [-2.693, 1.783, -1.322], [-2.476, -1.253, -1.519], [-4.013, -0.410, -1.689], [-2.531, 0.449, 0.742], [-4.195, -0.135, 0.602], [-0.560, -3.232, -0.318], [1.895, -2.980, -0.188], [2.882, -1.335, 1.366], [1.417, 0.081, 2.754], [-1.033, -0.159, 2.607]]
}

(3)
{
  "formula": "C35H48CuTe",
  "method": "wB97M-V/def2-TZVPD",
  "multiplicity": 1,
  "orbital_gap_ev": 6.222,
  "de_lowest_kcal_mol": 11.27,
  "e_lumo_ev": 2.46,
  "charge": -1,
  "largest_force_ev_per_a": 0.7,
  "symbols": ["Cu", "C", "C", "C", "C", "C", "C", "C", "C", "C", "C", "C", "C", "C", "C", "C", "C", "C", "H", "H", "H", "H", "H", "H", "H", "H", "H", "H", "H", "H", "H", "H", "H", "H", "H", "H", "H", "H", "H", "H", "H", "H", "H", "H", "H", "H", "H", "C", "C", "C", "C", "C", "C", "H", "H", "H", "H", "H", "H", "H", "H", "H", "Te", "C", "C", "C", "C", "C", "C", "C", "C", "C", "C", "C", "C", "H", "H", "H", "H", "H", "H", "H", "H", "H", "H"],
  "coordinates": [[-0.198, 0.545, -0.099], [-0.885, 0.751, 1.808], [-0.839, -0.663, 2.124], [-2.027, -1.239, 1.607], [-2.818, -0.178, 1.075], [-2.154, 1.031, 1.201], [-2.702, 2.413, 0.897], [-3.711, 2.350, -0.252], [-3.407, 2.956, 2.151], [-1.579, 3.381, 0.511], [-2.502, -2.685, 1.367], [-1.407, -3.750, 1.425], [-3.082, -2.785, -0.059], [-3.616, -3.052, 2.359], [0.169, -1.202, 3.162], [0.926, -0.035, 3.811], [-0.591, -1.894, 4.306], [1.259, -2.137, 2.614], [-0.360, 1.503, 2.381], [-3.782, -0.307, 0.603], [-4.577, 1.736, 0.014], [-3.247, 1.916, -1.141], [-4.074, 3.354, -0.498], [-4.208, 2.279, 2.459], [-3.839, 3.947, 1.963], [-2.699, 3.040, 2.980], [-1.044, 3.027, -0.375], [-0.849, 3.489, 1.318], [-1.993, 4.372, 0.293], [-0.600, -3.504, 0.732], [-1.832, -4.713, 1.123], [-0.981, -3.882, 2.417], [-2.356, -2.429, -0.794], [-3.990, -2.193, -0.176], [-3.332, -3.828, -0.286], [-3.266, -2.978, 3.392], [-3.974, -4.074, 2.186], [-4.462, -2.368, 2.247], [0.247, 0.664, 4.305], [1.511, 0.516, 3.070], [1.617, -0.431, 4.562], [-1.344, -1.216, 4.719], [0.106, -2.172, 5.106], [-1.109, -2.796, 3.984], [1.903, -1.593, 1.924], [0.860, -2.997, 2.084], [1.877, -2.507, 3.441], [-1.209, -0.742, -5.113], [0.013, 0.060, -4.649], [1.297, -0.675, -5.055], [-0.008, 1.443, -5.319], [-0.022, 0.217, -3.183], [-0.051, 0.347, -1.969], [-1.204, -0.849, -6.203], [-2.130, -0.240, -4.812], [-1.205, -1.736, -4.662], [1.351, -0.779, -6.144], [1.326, -1.669, -4.604], [2.176, -0.126, -4.709], [0.018, 1.342, -6.409], [0.854, 2.033, -4.999], [-0.909, 1.989, -5.035], [2.756, -0.062, -0.525], [4.805, 0.115, 0.054], [5.791, 0.248, -0.925], [7.133, 0.351, -0.568], [7.504, 0.316, 0.771], [6.529, 0.180, 1.751], [5.189, 0.077, 1.394], [2.488, 2.024, -0.377], [2.330, 2.787, -1.532], [2.160, 4.164, -1.437], [2.141, 4.782, -0.193], [2.285, 4.020, 0.960], [2.454, 2.643, 0.869], [5.506, 0.277, -1.970], [7.888, 0.457, -1.337], [8.548, 0.392, 1.049], [6.811, 0.151, 2.797], [4.434, -0.032, 2.165], [2.311, 2.297, -2.497], [2.033, 4.753, -2.339], [2.003, 5.854, -0.121], [2.253, 4.494, 1.934], [2.553, 2.050, 1.770]]
}

What is the multiplicity in the third record?
1